Density functional theory data (ωB97M-V with the def2-TZVPD basis set) for a structure of composition C18H32O2.

Relative energy (zero: lowest compared OMol25 entry of this formula, charge and spin) (kcal per mole): 421.31
HOMO level (eV): -7.25
Charge: 0
F_max (eV/Å): 15.2
E_tot (eV): -23262.37355

Geometry as XYZ:
```
52
Properties=species:S:1:pos:R:3:forces:R:3
C -0.15215 -0.24161 3.37088 -1.42 6.49 -2.14
C -1.75067 0.01709 3.03584 7.82 6.95 -5.89
C -2.06687 -0.22242 1.47434 -1.33 -0.74 7.95
C -3.52209 0.06750 1.34552 0.78 2.28 6.50
H -3.84549 1.26047 1.63199 1.07 -3.40 -1.21
H -4.02861 -0.55595 2.14924 0.13 0.64 -0.88
C -3.77153 -0.40148 0.09934 -4.91 8.65 -9.17
C -3.70919 -1.65279 -0.37289 0.19 -8.22 1.45
C -2.82853 -2.28082 -1.18665 -2.50 -7.06 3.55
C -1.96527 -1.75825 -2.02758 9.16 -9.63 -5.75
C -0.79850 -2.43971 -2.83394 -5.96 1.13 5.13
C 0.18842 -1.65791 -3.62374 -3.12 -2.93 -0.43
H -0.42088 -0.71240 -3.81179 1.74 -0.90 -0.57
C 1.42699 -1.60551 -2.84204 0.90 1.10 3.05
C 1.20479 -0.38851 -1.67676 1.84 -12.20 3.19
C 1.31127 0.83703 -2.10838 -6.50 9.21 -4.00
C 0.60648 1.89891 -1.05231 8.76 2.84 -3.72
C 1.43566 1.87782 0.24304 -1.82 0.16 -1.33
C 2.83634 2.27283 -0.08289 -0.03 -2.59 7.55
H 3.10293 3.15934 -0.36474 0.49 5.60 -1.83
H 3.40594 1.64246 -0.56761 2.08 -3.71 -3.19
C 3.73563 2.12818 1.45848 -14.05 -1.50 -5.68
C 3.64798 0.77003 1.92564 1.69 -0.93 -3.28
O 3.84297 -0.31559 1.40121 -0.50 0.93 0.35
O 3.43814 1.02576 3.12314 -1.49 -6.69 8.54
H 3.39608 -0.11060 3.62537 0.16 4.64 -1.77
H 4.48724 2.58731 1.53803 11.64 5.65 0.20
H 3.06299 2.87559 1.99454 0.47 -1.58 0.14
H 1.37617 0.87875 0.70479 0.13 0.35 -0.14
H 0.88952 2.58178 0.85495 0.44 0.29 0.87
H -0.33654 1.77061 -1.13956 -6.57 -1.21 0.53
H 0.75117 3.07136 -1.63405 -0.27 -3.25 1.83
H 0.59415 0.93213 -3.12871 1.63 0.21 2.19
H 2.18926 1.24080 -2.39941 3.10 0.79 -0.83
H 0.31305 -0.68899 -1.04309 0.94 0.54 -0.77
H 2.14256 -0.69834 -1.13925 -0.94 0.53 0.66
H 2.10356 -1.09240 -3.52497 1.18 -0.80 0.29
H 1.79203 -2.74734 -2.26786 -1.06 3.77 -2.15
H 0.34371 -2.43903 -4.43428 -0.11 1.83 -0.32
H -0.65932 -3.54599 -2.57799 -0.15 1.55 -0.64
H -2.04665 -0.85704 -2.11360 -0.41 10.42 -1.70
H -2.62458 -3.63953 -1.11686 -1.34 4.19 -0.05
H -4.27952 -2.36007 0.37526 0.85 0.87 -1.63
H -4.89719 -0.00175 -0.10936 1.78 -0.85 -0.21
H -3.12171 0.37029 -0.81742 -1.68 -1.86 2.70
H -1.53639 0.44521 0.98350 2.89 2.58 -2.87
H -1.82063 -1.26072 1.43356 0.13 -0.60 -1.18
H -2.05709 1.02667 3.44665 0.57 -0.54 -1.01
H -2.21674 -0.52692 3.59607 -5.37 -6.91 5.84
H 0.62062 0.56225 2.80877 -2.38 -1.86 1.01
H 0.14606 -1.12427 3.01514 1.13 -3.77 -0.80
H 0.06446 0.02576 4.36243 0.19 -0.48 1.62
```
Positions in Å, forces in eV/Å.

Atomic partial charges in e from the Mulliken method, atoms 1 to 8: atom 1 (C): -1.11, atom 2 (C): -1.49, atom 3 (C): -0.18, atom 4 (C): -0.66, atom 5 (H): 0.24, atom 6 (H): 0.33, atom 7 (C): 0.24, atom 8 (C): -0.63

Density functional theory data (ωB97M-V with the def2-TZVPD basis set) for the molecule C18H33BrClFN4O6S.

HOMO level (eV): -8.94
Charge: 0
F_max (eV/Å): 2.4
E_tot (eV): -133561.64720
SMILES: CC(=O)OCCCCCN(N=C=O)[C@@H](CCCN)[C@@](N)(Br)O[C@](Cl)(CCCF)S(C)(=O)=O

Geometry as XYZ:
```
65
Properties=species:S:1:pos:R:3:forces:R:3
C 5.89955 1.43419 1.31050 0.10 -0.72 -0.14
C 4.42319 1.16710 1.17911 -0.15 0.35 0.12
O 3.61895 1.71141 1.88245 0.00 0.11 -0.09
O 4.00722 0.34944 0.17984 0.16 -0.02 0.09
C 4.59410 -0.95948 0.12802 -0.22 -0.33 -0.06
C 3.58973 -2.00604 0.61582 0.28 -0.24 -0.38
C 2.81609 -2.67513 -0.51885 -0.71 0.79 0.21
C 1.71817 -1.75222 -1.12390 0.39 -0.39 -0.52
C 0.30932 -2.32235 -1.00674 0.35 0.01 0.06
N -0.30827 -1.97456 0.29025 -0.36 -0.29 -0.13
N -0.97873 -3.15876 0.83531 0.18 0.39 -0.13
C -0.37375 -3.68295 1.75933 -0.82 0.99 -1.68
O 0.15171 -4.25764 2.59036 0.94 -1.18 1.84
C -1.25373 -0.84951 0.20339 -0.08 -0.14 0.41
C -2.72192 -1.26107 0.22649 -0.40 0.02 -0.59
C -3.16950 -2.06287 -1.02006 -0.36 0.39 0.58
C -4.49363 -1.53857 -1.57733 0.51 0.13 0.08
N -4.31612 -0.19508 -2.15895 -0.15 -0.04 -0.01
C -0.99098 0.15095 1.36867 0.16 -0.89 0.09
N -1.20720 -0.52348 2.63458 -0.18 0.26 -0.35
Br 0.88708 0.80234 1.34404 -0.33 0.05 0.11
O -1.94187 1.18714 1.36433 0.73 0.52 0.05
C -1.99392 2.25732 0.46560 -0.92 0.03 -0.07
Cl -3.74657 2.73217 0.65565 0.13 -0.10 -0.01
C -1.80381 2.01078 -1.03081 0.33 -0.07 0.04
C -0.40900 1.92205 -1.64174 0.19 -0.16 -0.96
C -0.54897 1.70966 -3.16194 -0.01 0.24 0.33
F 0.32374 0.70206 -3.59466 -0.23 0.16 0.07
S -1.06747 3.79550 1.03668 -0.03 0.74 -0.06
C -1.07905 3.64762 2.80493 -0.17 0.28 0.24
O 0.27717 3.79742 0.53782 0.12 -0.35 0.15
O -1.87475 4.93176 0.67590 -0.15 -0.23 -0.02
H 6.10348 2.47011 1.06364 -0.09 0.15 0.11
H 6.18619 1.22129 2.33665 0.10 0.23 0.10
H 6.48505 0.79597 0.65475 0.09 0.10 -0.08
H 4.87161 -1.15430 -0.90668 0.05 0.08 -0.09
H 5.49608 -1.02296 0.73260 0.08 0.23 0.07
H 4.14150 -2.76919 1.16638 -0.01 -0.02 0.13
H 2.89095 -1.51708 1.29061 -0.03 -0.03 0.22
H 3.49348 -2.96650 -1.31859 0.16 -0.23 0.05
H 2.32557 -3.56892 -0.13580 0.11 -0.20 0.01
H 1.92531 -1.62837 -2.18888 -0.04 0.06 -0.05
H 1.76991 -0.75603 -0.69702 -0.04 0.09 0.08
H 0.37427 -3.40618 -1.06947 -0.12 -0.08 0.04
H -0.28601 -2.00246 -1.86283 -0.22 0.16 0.08
H -1.06909 -0.36804 -0.75017 0.20 0.11 0.00
H -2.95427 -1.81280 1.13071 0.11 -0.03 0.11
H -3.33166 -0.35942 0.26770 0.11 0.18 0.08
H -3.30495 -3.09849 -0.71607 0.22 -0.20 -0.26
H -2.43834 -1.97717 -1.81804 0.14 -0.22 -0.10
H -5.23572 -1.51844 -0.77655 -0.20 -0.22 -0.01
H -4.81589 -2.22154 -2.35989 -0.21 0.02 -0.05
H -5.00374 -0.04237 -2.88585 0.03 -0.01 -0.07
H -4.51917 0.50984 -1.45995 0.05 0.06 0.05
H -1.64813 0.12043 3.27777 0.01 0.01 0.08
H -0.32664 -0.82104 3.02572 0.05 -0.07 0.04
H -2.34344 2.80749 -1.53920 -0.02 0.17 0.06
H -2.34847 1.09778 -1.26419 -0.17 0.00 -0.03
H 0.17626 1.07739 -1.29498 0.00 -0.03 0.25
H 0.18632 2.81069 -1.47846 -0.01 0.04 0.25
H -0.29213 2.62318 -3.69856 0.07 -0.07 -0.12
H -1.56938 1.43107 -3.43013 0.04 -0.27 -0.09
H -1.48633 2.69745 3.13099 0.16 -0.13 -0.08
H -0.06693 3.81305 3.15797 0.13 -0.21 -0.04
H -1.72246 4.44642 3.16171 -0.07 0.05 -0.02
```
Positions in Å, forces in eV/Å.

Atomic partial charges in e from the Mulliken method, atoms 1 to 8: atom 1 (C): -1.23, atom 2 (C): 0.77, atom 3 (O): -0.52, atom 4 (O): -0.28, atom 5 (C): -0.63, atom 6 (C): -0.54, atom 7 (C): -1.26, atom 8 (C): 0.04

Density functional theory data (ωB97M-V with the def2-TZVPD basis set) for a cluster of 8 separate species, C18H33Cl9O9 in total.

Relative energy (zero: lowest compared OMol25 entry of this formula, charge and spin) (kcal per mole): 8.96
HOMO level (eV): -9.43
Charge: 0
F_max (eV/Å): 5.0
E_tot (eV): -150329.25569
SMILES: COC(=O)OC.COC(=O)OC.ClC(Cl)Cl.ClC(Cl)Cl.ClC(Cl)Cl.CC(C)=O.CC(C)=O.CC(C)=O

Geometry as XYZ:
```
69
Properties=species:S:1:pos:R:3:forces:R:3
C -3.31324 -5.19229 2.09670 1.35 -1.30 -0.73
O -4.05872 -4.03222 1.91076 -1.14 1.59 -0.76
C -3.84136 -3.23741 0.84274 0.70 0.14 -0.68
O -3.03652 -3.42776 -0.04867 -0.77 0.17 0.95
O -4.66778 -2.16819 0.92604 0.13 -1.22 0.93
C -4.59168 -1.13515 -0.00533 0.48 1.24 -1.68
H -2.45034 -4.96579 2.72296 -0.27 -0.26 0.43
H -2.87876 -5.61914 1.19274 -0.03 0.58 -0.49
H -3.94476 -6.01947 2.42082 -0.15 0.51 0.72
H -5.50443 -0.53948 0.00636 -0.09 -0.36 0.39
H -4.41933 -1.41006 -1.04592 -0.32 -0.94 0.05
H -3.76635 -0.43297 0.11250 0.21 -0.10 0.95
C 0.06749 -4.28101 5.14133 -1.42 -0.04 2.08
O 0.01357 -4.40647 3.76357 0.46 -1.23 -0.80
C 0.27375 -3.40339 2.99283 0.42 4.95 0.02
O 0.47017 -2.20518 3.39972 -0.27 -4.25 -1.78
O 0.21831 -3.83280 1.72083 0.19 -0.67 2.06
C 0.50374 -2.95576 0.67907 -0.15 0.73 -1.11
H -0.80196 -3.72062 5.48501 -0.02 0.31 -0.04
H 0.92812 -3.82198 5.62787 0.36 -0.11 -0.75
H -0.11532 -5.29172 5.50621 0.44 0.02 0.09
H -0.35880 -2.30712 0.52619 0.13 0.20 -0.10
H 0.62423 -3.58572 -0.20225 0.00 0.07 0.04
H 1.40520 -2.36197 0.83037 -0.10 -0.17 0.21
Cl -1.15570 0.50622 -0.44139 0.39 0.07 -0.20
C 0.47815 1.10607 -0.08684 0.16 0.38 0.37
Cl 1.13436 0.21302 1.28812 0.03 0.23 -0.03
Cl 0.42763 2.84602 0.28394 -0.15 -0.29 -0.06
H 1.16389 0.98433 -0.92531 -0.39 -0.13 0.04
Cl 2.38077 -1.40847 -5.19491 -0.09 -0.09 0.08
C 2.35574 -0.32846 -3.81013 0.19 0.06 0.27
Cl 2.17853 -1.21646 -2.26795 -0.18 0.01 -0.25
Cl 1.07563 0.89162 -3.99220 0.47 -0.32 0.15
H 3.34862 0.11500 -3.73504 -0.43 0.31 -0.16
Cl -2.41935 -1.21108 4.11205 -0.03 0.19 -0.31
C -1.34022 0.19492 4.30058 0.02 -0.65 -0.07
Cl -0.86406 0.27243 5.98044 0.27 0.21 0.47
Cl -2.14340 1.66435 3.79507 -0.04 0.20 -0.17
H -0.43865 0.03873 3.70823 -0.34 -0.08 -0.02
C -2.29946 -1.83127 -3.49880 0.94 0.68 -0.54
C -2.59442 -0.42785 -4.00179 0.31 0.34 -1.48
C -3.66188 0.40135 -3.26813 0.24 -0.10 -0.79
O -2.06895 -0.02754 -5.05084 -1.07 -0.46 2.23
H -1.93310 -1.81886 -2.47228 -0.53 -0.13 0.24
H -1.45777 -2.16628 -4.10496 -0.12 -0.25 -0.07
H -3.15181 -2.48904 -3.66892 -0.03 0.04 0.36
H -3.31044 0.94991 -2.39424 0.35 -0.09 -0.07
H -4.48408 -0.23161 -2.93433 0.02 -0.10 -0.09
H -4.02676 1.11372 -4.00805 -0.10 0.11 0.20
C 5.77776 3.29322 0.09484 1.22 0.46 -1.12
C 4.44337 2.78119 0.50776 -0.40 0.49 0.37
C 4.06575 2.95641 1.98167 -0.55 -1.26 0.26
O 3.71264 2.28381 -0.33254 0.25 0.10 0.99
H 5.74127 3.52114 -0.97044 -0.18 0.05 -0.08
H 6.58298 2.56029 0.14538 -0.21 -0.43 0.36
H 6.19100 4.17802 0.57906 -0.49 -0.01 0.44
H 4.62821 2.26694 2.61125 0.60 -0.26 -0.28
H 3.05777 2.58004 2.15604 -0.26 0.46 -0.25
H 4.23276 3.90113 2.49909 -0.05 0.33 -0.74
C 2.50951 4.28345 -2.86135 0.04 0.03 0.16
C 1.84954 5.64020 -2.80579 0.00 -0.64 -1.69
C 0.99615 5.90996 -1.61170 0.46 0.01 0.92
O 1.88836 6.37545 -3.77514 0.01 0.06 0.86
H 3.29679 4.21151 -2.11094 0.08 -0.05 0.04
H 2.90069 4.05500 -3.85276 -0.01 0.18 0.09
H 1.76451 3.53930 -2.57973 -0.01 -0.13 0.03
H 1.14805 5.17872 -0.81778 0.04 -0.22 -0.23
H -0.04888 5.84903 -1.91549 0.00 0.48 0.09
H 1.31328 6.84806 -1.15617 -0.58 0.37 -0.30
```
Positions in Å, forces in eV/Å.

Atomic partial charges in e from the Mulliken method, atoms 1 to 8: atom 1 (C): -0.52, atom 2 (O): -0.36, atom 3 (C): 0.89, atom 4 (O): -0.58, atom 5 (O): -0.32, atom 6 (C): -0.49, atom 7 (H): 0.08, atom 8 (H): 0.32

Density functional theory data (ωB97M-V with the def2-TZVPD basis set) for a structure of composition C18H33ClN3O5PPd.

Relative energy (zero: lowest compared OMol25 entry of this formula, charge and spin) (kcal per mole): 0.00
<S²>: 2.02
2S+1: 3
HOMO level (spin up / spin down) (eV): -8.67 / -8.38
Charge: 0
F_max (eV/Å): 0.7
E_tot (eV): -59192.61423

Geometry as XYZ:
```
62
Properties=species:S:1:pos:R:3:forces:R:3
Pd 0.91458 0.37625 -0.04000 -0.57 -0.01 0.37
O 2.02627 -0.46612 -1.83719 0.20 0.21 0.21
Cl 3.02284 -0.87012 -0.69197 0.23 0.05 -0.33
O 3.03229 -2.34500 -0.44823 -0.05 -0.15 0.04
O -0.09218 -1.47256 -0.54301 -0.23 -0.28 0.04
O 1.58495 1.91913 0.68922 0.27 0.11 -0.10
O 1.45397 -0.77485 2.09402 0.22 -0.07 -0.06
P 0.19661 -1.23266 2.73734 -0.46 0.00 -0.10
N -0.67358 -2.15401 1.64642 0.18 0.06 -0.07
C 0.00445 -2.55170 0.44171 0.07 0.12 -0.06
C -0.73027 -3.79779 -0.04620 0.00 -0.02 -0.01
C -1.39586 -4.34273 1.21557 0.05 0.00 0.01
C -1.79068 -3.05722 1.93124 -0.06 0.05 0.06
N 0.54904 -2.12584 4.09145 -0.01 0.28 0.04
C 1.93888 -2.28682 4.55586 0.00 -0.13 -0.04
C 1.87708 -1.83244 6.00741 0.00 0.02 0.00
C 0.52892 -2.38710 6.46460 0.01 -0.03 -0.01
C -0.37557 -2.23380 5.22984 0.00 0.02 0.07
N -0.83342 -0.02011 3.14002 -0.04 -0.27 0.29
C -0.35909 1.05945 4.02241 0.04 0.01 -0.06
C -1.63069 1.83073 4.39689 0.00 0.03 -0.01
C -2.75429 0.81316 4.20251 0.05 -0.01 0.03
C -2.29130 0.04046 2.97364 0.02 0.11 -0.18
H 1.06846 -2.70120 0.61005 0.02 -0.13 -0.01
H 0.35648 -1.76458 -1.35304 0.08 0.08 -0.02
H -0.05905 -4.50369 -0.53194 0.02 0.01 0.01
H -1.49057 -3.48804 -0.76736 0.01 0.01 0.00
H -0.67419 -4.89148 1.82427 0.00 -0.01 -0.02
H -2.24170 -4.99592 1.00516 -0.01 0.01 0.01
H -1.92726 -3.18353 3.00450 0.03 -0.02 0.04
H -2.72304 -2.65970 1.51551 0.00 0.00 0.02
H 2.61182 -1.70990 3.92798 -0.01 0.02 0.01
H 2.23522 -3.33947 4.49900 0.00 0.00 0.00
H 1.87976 -0.74076 6.05382 0.00 0.00 -0.02
H 2.71375 -2.19909 6.60088 -0.01 -0.01 0.00
H 0.12000 -1.87935 7.33710 0.00 0.01 -0.01
H 0.63357 -3.44426 6.71598 0.00 0.00 0.00
H -0.99617 -1.33577 5.29469 -0.01 -0.03 0.00
H -1.04289 -3.09353 5.13218 -0.01 0.00 -0.03
H 0.35651 1.68799 3.49311 0.06 0.01 0.00
H 0.14160 0.64408 4.90496 -0.03 0.00 0.02
H -1.76318 2.67045 3.71243 -0.01 -0.02 -0.01
H -1.58596 2.22921 5.40949 0.01 0.01 -0.01
H -3.73296 1.27103 4.06173 0.01 0.01 -0.01
H -2.81495 0.14877 5.06872 -0.01 -0.02 -0.02
H -2.53552 0.59094 2.06131 -0.01 -0.01 -0.08
H -2.73651 -0.94834 2.89655 0.01 0.01 0.07
C -3.20009 2.73100 -2.47141 0.00 0.01 0.01
C -2.89208 2.82996 -0.97150 0.01 0.00 -0.03
C -2.66079 4.29664 -0.58805 -0.01 0.02 0.00
C -4.07483 2.27160 -0.16971 0.01 0.01 0.00
C -1.67754 2.05126 -0.67327 -0.07 -0.02 0.06
C -0.68474 1.41166 -0.43140 -0.02 -0.04 -0.10
H -4.09677 3.30831 -2.70820 0.00 0.00 0.00
H -3.36667 1.69330 -2.76220 0.00 0.00 0.00
H -2.36951 3.12027 -3.06065 0.00 0.00 0.00
H -3.55357 4.88607 -0.80958 0.00 0.00 0.00
H -1.82142 4.71343 -1.14497 0.00 -0.01 0.00
H -2.43995 4.38747 0.47638 0.00 -0.01 -0.01
H -4.98074 2.83725 -0.39863 -0.01 0.00 0.00
H -3.88548 2.34906 0.90242 0.01 0.00 0.00
H -4.24782 1.22284 -0.41457 0.00 0.00 0.00
```
Positions in Å, forces in eV/Å.

Atomic partial charges in e from the Mulliken method, atoms 1 to 8: atom 1 (Pd): 0.61, atom 2 (O): -0.58, atom 3 (Cl): 0.73, atom 4 (O): -0.55, atom 5 (O): -0.47, atom 6 (O): -0.58, atom 7 (O): -1.05, atom 8 (P): -0.05